[1]
A cluster of 2 separate species, C4H12N2S in total, computed with ωB97M-V/def2-TZVPD.

Each line ends with the Mulliken charge.
Atoms and positions in Å:
N (-1.691, 1.231, 1.583)  -0.497
C (-0.758, 1.599, 0.558)  -0.415
C (-0.994, 1.647, -0.779)  -0.017
N (-0.310, 2.557, -1.624)  -0.518
H (-1.604, 1.858, 2.367)  0.253
H (-2.527, 1.350, 1.129)  0.217
H (0.199, 2.013, 0.870)  0.274
H (-1.854, 1.088, -1.251)  0.260
H (0.563, 2.871, -1.234)  0.226
H (-0.090, 2.180, -2.547)  0.237
C (1.725, -2.121, -0.519)  -0.943
C (0.399, -2.421, 0.178)  -0.376
S (0.442, -1.767, 1.877)  -0.171
H (2.576, -2.591, 0.024)  0.281
H (1.821, -1.034, -0.615)  0.272
H (1.769, -2.496, -1.564)  0.297
H (0.202, -3.506, 0.243)  0.326
H (-0.448, -1.973, -0.345)  0.256
H (0.581, -0.483, 1.649)  0.037

Values from the calculation:
- gap between HOMO and LUMO (eV) = 8.50
- charge = 0
- energy (eV) = -18156.7246
- structure (SMILES) = N/C=C/N.CCS
- energy relative to the best compared isomer or geometry (same formula, charge and spin) (kcal per mole) = 29.8

[2]
A cluster of 10 separate species, C30H48Br12O10S2 in total, computed with ωB97M-V/def2-TZVPD.

Each line ends with the Mulliken charge.
Atoms and positions in Å:
O (-0.427, 9.284, -1.628)  -0.517
C (-0.762, 10.340, -1.173)  0.386
C (-2.037, 10.993, -1.190)  -0.382
C (-2.205, 12.254, -0.720)  -0.240
C (-1.137, 13.134, -0.212)  0.300
O (-1.295, 14.345, 0.158)  -0.565
C (0.189, 12.432, -0.127)  -0.325
C (0.352, 11.140, -0.595)  -0.197
H (-2.929, 10.485, -1.524)  0.389
H (-3.209, 12.634, -0.595)  0.371
H (0.984, 13.014, 0.316)  0.380
H (1.327, 10.691, -0.477)  0.401
O (1.345, -4.813, 9.936)  -0.488
C (0.966, -3.720, 9.701)  0.425
C (1.633, -2.519, 9.131)  -0.456
C (0.961, -1.422, 8.731)  -0.267
C (-0.466, -1.095, 8.923)  0.319
O (-0.959, -0.038, 8.694)  -0.516
C (-1.136, -2.364, 9.402)  -0.343
C (-0.513, -3.561, 9.740)  -0.146
H (2.668, -2.734, 8.912)  0.383
H (1.528, -0.573, 8.379)  0.369
H (-2.210, -2.266, 9.456)  0.347
H (-1.208, -4.348, 9.992)  0.373
C (-1.508, 1.124, -0.528)  -1.116
C (-0.066, 1.147, -0.012)  -0.220
O (0.769, 0.193, -0.623)  -0.258
S (1.643, -0.822, 0.392)  1.069
C (3.284, -0.620, -0.520)  -0.786
O (1.817, -0.139, 1.660)  -0.599
O (1.095, -2.187, 0.316)  -0.578
H (-1.805, 0.093, -0.716)  0.313
H (-1.634, 1.779, -1.390)  0.265
H (-2.233, 1.483, 0.203)  0.368
H (0.421, 2.101, 0.190)  0.342
H (-0.159, 0.694, 0.975)  0.285
H (3.005, -0.563, -1.572)  0.268
H (3.897, -1.479, -0.243)  0.340
H (3.634, 0.372, -0.235)  0.308
C (1.001, 2.231, -5.793)  -1.230
C (1.154, 1.113, -6.751)  -0.133
O (1.493, -0.045, -5.995)  -0.248
S (1.240, -1.480, -6.789)  1.106
C (-0.663, -1.384, -6.919)  -1.013
O (1.817, -1.342, -8.138)  -0.610
O (1.672, -2.517, -5.884)  -0.543
H (0.687, 3.155, -6.279)  0.375
H (1.886, 2.552, -5.243)  0.329
H (0.230, 1.930, -5.084)  0.245
H (0.134, 0.936, -7.093)  0.227
H (1.675, 1.230, -7.702)  0.387
H (-1.054, -2.400, -6.955)  0.408
H (-1.063, -0.800, -7.748)  0.349
H (-1.035, -1.148, -5.921)  0.351
Br (5.408, -5.826, 3.538)  -0.161
C (4.671, -7.627, 3.729)  -0.485
C (3.806, -7.937, 2.525)  -0.595
Br (3.851, -9.852, 2.096)  -0.163
H (4.283, -7.791, 4.734)  0.370
H (5.519, -8.306, 3.636)  0.305
H (4.103, -7.421, 1.612)  0.385
H (2.787, -7.634, 2.769)  0.345
Br (-11.245, 1.396, -3.353)  -0.143
C (-11.433, 2.846, -4.737)  -0.600
C (-10.408, 2.747, -5.861)  -0.599
Br (-8.595, 2.547, -5.279)  -0.105
H (-11.303, 3.848, -4.328)  0.359
H (-12.453, 2.820, -5.121)  0.388
H (-10.604, 3.614, -6.492)  0.361
H (-10.503, 1.845, -6.464)  0.339
Br (6.095, 4.025, 5.985)  -0.155
C (6.601, 4.403, 4.123)  -0.446
C (5.565, 5.464, 3.685)  -0.648
Br (5.516, 5.525, 1.610)  -0.201
H (6.411, 3.446, 3.637)  0.313
H (7.672, 4.595, 4.172)  0.355
H (5.796, 6.473, 4.027)  0.390
H (4.537, 5.227, 3.958)  0.393
Br (-6.802, -2.192, 5.566)  -0.149
C (-7.704, -0.522, 5.081)  -0.685
C (-7.785, 0.417, 6.275)  -0.539
Br (-8.945, 1.956, 5.845)  -0.163
H (-8.690, -0.672, 4.642)  0.402
H (-7.230, -0.059, 4.216)  0.394
H (-6.741, 0.700, 6.408)  0.360
H (-8.209, -0.107, 7.131)  0.381
Br (8.780, -3.272, -5.146)  -0.166
C (8.563, -5.131, -5.844)  -0.617
C (8.145, -6.143, -4.748)  -0.565
Br (7.782, -7.894, -5.594)  -0.151
H (9.531, -5.490, -6.193)  0.367
H (7.875, -5.125, -6.689)  0.396
H (7.224, -5.774, -4.297)  0.353
H (8.820, -6.277, -3.903)  0.384
Br (-3.247, -7.153, -3.200)  -0.143
C (-1.437, -8.053, -3.021)  -0.557
C (-1.627, -9.359, -2.125)  -0.724
Br (-2.438, -8.928, -0.303)  -0.137
H (-0.767, -7.392, -2.471)  0.361
H (-1.006, -8.413, -3.955)  0.382
H (-0.719, -9.958, -2.051)  0.422
H (-2.240, -10.086, -2.658)  0.395

Values from the calculation:
- gap between HOMO and LUMO (eV) = 7.92
- charge = 0
- energy (eV) = -914536.0346
- structure (SMILES) = O=C1C=CC(=O)C=C1.O=C1C=CC(=O)C=C1.CCOS(C)(=O)=O.CCOS(C)(=O)=O.BrCCBr.BrCCBr.BrCCBr.BrCCBr.BrCCBr.BrCCBr

[3]
The molecule C5H6O2, computed with ωB97M-V/def2-TZVPD.

Each line ends with the Mulliken charge.
Atoms and positions in Å:
C (0.696, 2.526, -0.268)  0.141
C (0.233, 1.433, -0.101)  -0.900
C (-0.320, 0.153, 0.287)  0.786
C (0.507, -1.039, -0.155)  -1.365
O (-0.617, 0.082, 1.648)  -0.535
C (-1.968, 0.086, -0.498)  0.072
O (-2.917, 0.256, 0.191)  -0.438
H (1.117, 3.464, -0.474)  0.468
H (1.435, -1.037, 0.416)  0.380
H (-0.029, -1.962, 0.058)  0.345
H (0.742, -0.979, -1.215)  0.342
H (-1.508, 0.443, 1.782)  0.356
H (-1.943, -0.085, -1.580)  0.348

Values from the calculation:
- gap between HOMO and LUMO (eV) = 10.10
- charge = 0
- energy (eV) = -9374.1706
- structure (SMILES) = C#C[C@@](C)(O)C=O
- energy relative to the best compared isomer or geometry (same formula, charge and spin) (kcal per mole) = 67.5

[4]
A cluster of 3 separate species, CH8NO2 in total, computed with ωB97M-V/def2-TZVPD.

Each line ends with the Löwdin spin population.
Atoms and positions in Å:
C (-0.595, -0.249, -1.083)  0.004
N (0.634, -0.502, -0.772)  0.039
H (-0.870, 0.755, -0.785)  -0.001
H (-1.127, -1.018, -1.626)  -0.001
H (0.991, -1.343, -1.244)  0.000
H (1.140, 0.097, -0.123)  -0.002
H (1.760, 2.388, 0.205)  0.001
H (0.302, 2.802, 0.307)  0.001
O (0.864, 2.006, 0.240)  0.175
H (-1.343, -0.963, 1.341)  0.005
H (-1.139, -2.383, 1.939)  0.006
O (-0.617, -1.591, 1.600)  0.773

Values from the calculation:
- gap between HOMO and LUMO (alpha / beta) (eV) = 11.50 / 3.62
- charge = +2
- energy (eV) = -6728.0763
- energy relative to the best compared isomer or geometry (same formula, charge and spin) (kcal per mole) = 22.7
- multiplicity = 2